(1)
{
  "formula": "C3H5N3OS",
  "method": "ωB97M-V with the def2-TZVPD basis set",
  "symbols": ["H", "N", "C", "N", "C", "N", "H", "S", "C", "O", "H", "H", "H"],
  "xyz": [[-3.044, -0.928, -0.985], [-2.251, -0.462, -1.440], [-1.341, -0.217, -0.610], [-0.213, 0.504, -1.020], [1.099, 0.392, -0.538], [2.058, 0.736, -1.295], [2.963, 0.684, -0.811], [1.242, -0.215, 1.119], [-0.491, 0.070, 1.563], [-1.367, -0.601, 0.690], [-0.244, 0.790, -1.966], [-0.738, 1.143, 1.552], [-0.635, -0.355, 2.582]],
  "mulliken_charge": [0.277, -0.698, 0.499, -0.222, 0.465, -0.664, 0.257, -0.135, -0.311, -0.353, 0.278, 0.351, 0.256],
  "e_homo_ev": -9.510,
  "total_energy_ha": -755.0114,
  "homo_lumo_gap_ev": 10.0,
  "smiles": "[H]/N=C1/N/C(=N/[H])SCO1",
  "relative_energy_ev": 0.752
}

---

(2)
{
  "formula": "C10H10O2",
  "method": "ωB97M-V with the def2-TZVPD basis set",
  "symbols": ["C", "C", "C", "C", "C", "O", "C", "C", "C", "O", "C", "C", "H", "H", "H", "H", "H", "H", "H", "H", "H", "H"],
  "xyz": [[0.059, 3.467, 0.345], [-0.549, 2.652, 1.218], [-0.297, 1.284, 1.252], [0.392, 0.685, 0.271], [0.511, -0.752, 0.110], [0.190, -1.618, 1.113], [0.053, -2.995, 0.623], [-0.735, -2.910, -0.790], [-0.294, -1.568, -1.388], [1.101, -1.320, -1.046], [1.001, 1.542, -0.655], [0.754, 2.881, -0.698], [-0.285, 4.516, 0.349], [-1.318, 3.078, 1.775], [-0.810, 0.785, 2.090], [-0.661, -3.419, 1.321], [1.067, -3.440, 0.688], [-0.386, -3.743, -1.359], [-1.781, -3.063, -0.490], [-0.790, -0.886, -2.117], [1.600, 1.058, -1.385], [1.179, 3.768, -1.226]],
  "mulliken_charge": [-0.357, -0.390, -0.285, 0.242, 0.495, -0.451, -0.485, -0.437, -0.342, -0.492, -0.452, -0.481, 0.318, 0.388, 0.359, 0.289, 0.304, 0.284, 0.325, 0.412, 0.476, 0.279],
  "e_homo_ev": -7.446,
  "total_energy_ha": -537.3908,
  "homo_lumo_gap_ev": 8.2,
  "smiles": "c1ccc([C@@]23OCC[C@@H]2O3)cc1",
  "relative_energy_ev": 4.797
}

---

(3)
{
  "formula": "C6H10O2",
  "method": "ωB97M-V with the def2-TZVPD basis set",
  "symbols": ["C", "C", "C", "C", "C", "C", "O", "O", "H", "H", "H", "H", "H", "H", "H", "H", "H", "H"],
  "xyz": [[3.233, -1.224, 0.136], [2.776, -0.079, 0.115], [-1.409, -1.350, -0.337], [-2.285, 0.655, 0.507], [2.186, 1.172, 0.154], [-1.030, 0.138, -0.103], [1.727, 1.781, -0.928], [-0.037, 0.243, 0.865], [3.802, -2.069, 0.228], [-1.359, -1.595, -1.424], [-0.712, -2.082, 0.199], [-2.449, -1.485, -0.004], [-2.355, 1.733, 0.777], [-2.535, 0.111, 1.475], [-3.146, 0.486, -0.083], [1.969, 1.576, 1.132], [-0.635, 0.542, -1.002], [2.259, 1.449, -1.706]],
  "mulliken_charge": [-0.112, -0.207, -1.148, -1.683, -0.335, 0.929, -0.431, -0.494, 0.487, 0.292, 0.263, 0.322, 0.319, 0.352, 0.452, 0.367, 0.270, 0.358],
  "e_homo_ev": [-9.607, -7.471],
  "total_energy_ha": -384.8711,
  "homo_lumo_gap_ev": [9.5, 6.5],
  "relative_energy_ev": 6.295
}

---

(4)
{
  "formula": "C33H18BrF4N4PPd",
  "method": "ωB97M-V with the def2-TZVPD basis set",
  "symbols": ["Pd", "F", "C", "C", "F", "C", "F", "C", "P", "C", "C", "C", "C", "C", "C", "C", "C", "C", "C", "C", "C", "C", "Br", "C", "F", "H", "H", "H", "H", "H", "H", "H", "H", "H", "H", "C", "C", "C", "C", "N", "C", "C", "C", "C", "C", "C", "C", "H", "H", "H", "H", "H", "H", "H", "H", "N", "C", "C", "C", "N", "C", "N"],
  "xyz": [[1.255, -0.007, -1.325], [6.488, 1.526, 3.012], [5.265, 1.172, 2.552], [4.808, -0.105, 2.828], [5.582, -0.957, 3.537], [3.563, -0.492, 2.371], [3.176, -1.754, 2.657], [2.786, 0.407, 1.652], [1.178, 0.033, 0.911], [0.502, -1.529, 1.594], [0.257, -1.658, 2.960], [-0.313, -2.813, 3.467], [-0.657, -3.852, 2.608], [-0.419, -3.729, 1.249], [0.162, -2.572, 0.743], [-0.001, 1.199, 1.717], [0.376, 2.385, 2.335], [-0.585, 3.227, 2.883], [-1.931, 2.905, 2.810], [-2.316, 1.724, 2.188], [-1.358, 0.879, 1.653], [3.228, 1.703, 1.335], [3.115, -1.730, -1.155], [4.464, 2.028, 1.822], [5.004, 3.279, 1.599], [0.517, -0.846, 3.630], [-0.491, -2.904, 4.532], [-1.107, -4.756, 3.003], [-0.683, -4.532, 0.572], [0.369, -2.479, -0.317], [1.423, 2.657, 2.347], [-0.273, 4.150, 3.358], [-2.678, 3.571, 3.225], [-3.365, 1.462, 2.112], [-1.669, -0.043, 1.178], [-2.547, -3.293, -1.835], [-3.323, -2.488, -1.015], [-3.032, -1.139, -0.933], [-1.961, -0.622, -1.669], [-1.216, -1.404, -2.453], [-1.506, -2.697, -2.532], [-1.617, 0.823, -1.585], [-2.662, 1.748, -1.638], [-2.421, 3.104, -1.498], [-1.118, 3.539, -1.291], [-0.077, 2.624, -1.238], [-0.297, 1.254, -1.391], [-2.734, -4.355, -1.929], [-4.137, -2.909, -0.435], [-3.604, -0.483, -0.289], [-0.868, -3.283, -3.185], [-3.674, 1.395, -1.805], [-3.239, 3.812, -1.547], [-0.912, 4.596, -1.161], [0.929, 2.975, -1.037], [1.340, 0.077, -3.426], [1.019, -0.003, -4.530], [0.639, -0.101, -5.874], [0.364, -1.368, -6.434], [0.136, -2.398, -6.908], [0.486, 1.057, -6.666], [0.360, 1.992, -7.336]],
  "mulliken_charge": [-0.612, -0.338, 0.345, 0.442, -0.357, -0.243, -0.387, 1.183, 1.693, 0.254, -0.051, -0.904, -0.456, -0.619, -0.303, 0.219, -0.379, -0.587, -0.661, -0.695, -0.078, -1.770, -0.588, 0.205, -0.355, 0.442, 0.384, 0.364, 0.409, 0.247, 0.213, 0.404, 0.333, 0.364, 0.404, -0.537, -0.731, -0.395, 0.297, -0.149, -0.494, 1.663, -0.443, -0.801, -0.502, -0.136, -0.567, 0.433, 0.385, 0.402, 0.392, 0.447, 0.384, 0.397, 0.372, -0.413, 0.397, -0.152, 0.201, -0.582, 0.171, -0.564],
  "e_homo_ev": -2.523,
  "total_energy_ha": -4930.1476,
  "homo_lumo_gap_ev": 6.7,
  "relative_energy_ev": 0.000,
  "charge": -2
}